(1)
Molecular formula: C27H44N3P3RuSe
Method: DFT, ωB97M-V/def2-TZVPD

Element x y z (Å)
Ru1 0.069 -0.683 -2.035
P1 0.319 1.411 -1.232
P2 -2.140 -0.693 -2.496
P3 1.587 -0.720 -3.675
H1 1.965 -2.284 2.325
C1 2.637 -1.422 2.210
C2 2.414 -0.298 2.899
H2 1.608 -0.292 3.635
C3 -0.152 1.373 0.527
C4 -0.686 2.798 -1.871
C5 2.013 2.063 -1.231
C6 -2.481 -2.471 -2.589
C7 -3.141 -0.054 -1.108
C8 -2.996 0.003 -3.951
C9 3.254 -0.717 -2.938
C10 1.709 0.585 -4.939
C11 1.381 -2.256 -4.615
H3 3.480 -1.498 1.517
H4 3.044 0.586 2.766
H5 0.297 0.519 1.048
H6 -1.241 1.287 0.624
H7 0.164 2.297 1.027
H8 -1.747 2.655 -1.643
H9 -0.570 2.887 -2.956
H10 -0.358 3.740 -1.417
H11 2.668 1.405 -0.648
H12 2.032 3.062 -0.778
H13 2.400 2.148 -2.253
H14 -3.340 -2.644 -3.246
H15 -2.690 -2.872 -1.592
H16 -1.602 -2.984 -2.994
H17 -4.204 -0.227 -1.326
H18 -2.987 1.025 -0.978
H19 -2.870 -0.566 -0.174
H20 -4.066 -0.250 -3.905
H21 -2.568 -0.419 -4.870
H22 -2.881 1.094 -3.978
H23 3.996 -1.071 -3.662
H24 3.266 -1.371 -2.058
H25 3.522 0.296 -2.613
H26 2.331 0.252 -5.780
H27 2.153 1.494 -4.518
H28 0.710 0.829 -5.313
H29 2.246 -2.449 -5.260
H30 0.480 -2.172 -5.235
H31 1.252 -3.100 -3.927
C12 1.719 -3.824 -0.821
C13 2.898 -3.934 -0.066
C14 3.544 -5.158 0.009
C15 3.130 -6.213 -0.821
C16 2.034 -6.049 -1.681
C17 1.365 -4.831 -1.741
Se1 0.544 -2.441 -0.297
H32 -0.409 0.441 -3.068
H33 3.256 -3.091 0.522
H34 4.380 -5.284 0.699
H35 3.694 -7.152 -0.816
H36 1.723 -6.874 -2.320
H37 0.552 -4.674 -2.451
N1 -2.415 7.605 7.317
C18 -2.307 6.562 6.796
C19 -2.162 5.281 6.160
C20 -0.891 4.707 6.016
C21 -0.746 3.466 5.398
C22 -1.881 2.804 4.914
C23 -3.160 3.357 5.062
C24 -3.293 4.605 5.681
N2 -1.730 1.583 4.238
C25 -2.734 0.798 3.662
C26 -2.102 -0.261 3.038
N3 -0.734 -0.125 3.215
C27 -0.539 0.961 3.939
H38 -0.018 5.238 6.391
H39 0.246 3.029 5.296
H40 -4.041 2.828 4.692
H41 -4.284 5.050 5.788
H42 -3.778 1.044 3.720
H43 -2.552 -1.078 2.489
H44 0.410 1.340 4.265

The calculation puts the orbital gap (spin up / spin down) at 6.40 / 4.31 eV. As for the calculated total energy: -4738.76753 a.u. The charge is +3. The highest occupied orbital energy (spin up / spin down) is -14.524 / -16.253 eV. Its spin multiplicity is 6.

=====

(2)
Molecular formula: C27H44N3P3SYb
Method: DFT, ωB97M-V/def2-TZVPD

Element x y z (Å)
Yb1 1.859 -2.335 -0.872
P1 3.307 0.016 0.033
P2 -2.448 1.117 1.882
P3 -2.127 2.715 -2.386
H1 2.506 -4.832 -1.029
C1 2.939 -4.033 -1.654
C2 3.851 -3.173 -1.148
H2 4.258 -3.302 -0.133
C3 5.054 0.121 0.572
C4 2.480 0.793 1.470
C5 3.228 1.420 -1.142
C6 -3.915 0.102 1.720
C7 -1.259 0.294 2.957
C8 -2.849 2.735 2.554
C9 -1.134 2.601 -3.860
C10 -2.285 4.384 -1.792
C11 -3.649 1.786 -2.455
H3 2.676 -4.083 -2.724
H4 4.400 -2.448 -1.770
H5 5.717 0.181 -0.303
H6 5.304 -0.785 1.141
H7 5.202 1.003 1.211
H8 2.270 0.045 2.248
H9 1.530 1.242 1.150
H10 3.130 1.570 1.895
H11 3.408 1.043 -2.160
H12 3.992 2.174 -0.896
H13 2.230 1.881 -1.112
H14 -4.540 0.201 2.618
H15 -3.628 -0.952 1.596
H16 -4.492 0.414 0.838
H17 -1.465 0.519 4.012
H18 -0.237 0.620 2.728
H19 -1.310 -0.792 2.820
H20 -2.960 2.661 3.648
H21 -3.784 3.116 2.118
H22 -2.035 3.439 2.321
H23 -1.609 3.237 -4.622
H24 -1.084 1.568 -4.232
H25 -0.114 2.966 -3.670
H26 -2.613 5.004 -2.634
H27 -1.322 4.757 -1.420
H28 -3.021 4.438 -0.982
H29 -4.176 2.109 -3.366
H30 -4.272 1.999 -1.574
H31 -3.466 0.702 -2.512
C12 -0.663 0.108 -1.535
C13 -1.270 -1.019 -0.966
C14 -1.064 -2.292 -1.503
C15 -0.245 -2.453 -2.629
C16 0.447 -1.348 -3.145
C17 0.261 -0.082 -2.578
S1 -0.964 1.792 -0.847
H32 -1.806 1.332 0.356
H33 -1.938 -0.872 -0.109
H34 -1.581 -3.146 -1.062
H35 -0.140 -3.430 -3.106
H36 1.110 -1.461 -4.007
H37 0.794 0.792 -2.975
N1 0.644 1.156 8.303
C18 0.750 0.368 7.445
C19 0.864 -0.598 6.386
C20 -0.135 -1.565 6.223
C21 -0.065 -2.473 5.163
C22 1.001 -2.385 4.259
C23 2.052 -1.481 4.463
C24 1.971 -0.575 5.526
N2 0.937 -3.108 3.043
C25 -0.086 -3.982 2.654
C26 0.124 -4.271 1.343
N3 1.245 -3.576 0.902
C27 1.721 -2.906 1.953
H38 -0.971 -1.610 6.920
H39 -0.849 -3.219 5.025
H40 2.928 -1.482 3.809
H41 2.770 0.152 5.688
H42 -0.868 -4.302 3.326
H43 -0.436 -4.913 0.685
H44 2.632 -2.305 1.963

The calculation puts the orbital gap (spin up / spin down) at 4.62 / 7.92 eV. As for the calculated total energy: -3799.39494 a.u. The charge is +3. The highest occupied orbital energy (spin up / spin down) is -12.784 / -16.140 eV. Its spin multiplicity is 2.

=====

(3)
Molecular formula: C27H44N5O6PtSSi2
Method: DFT, ωB97M-V/def2-TZVPD

Element x y z (Å)
Pt1 -0.478 -1.026 -0.003
O1 3.223 -0.730 6.087
C1 1.914 -0.205 6.114
C2 1.377 -0.153 4.712
C3 0.179 0.494 4.436
C4 -0.295 0.495 3.139
N1 0.351 -0.088 2.133
C5 1.505 -0.710 2.385
C6 2.048 -0.766 3.664
C7 2.189 -1.331 1.223
C8 3.542 -1.640 1.261
C9 4.182 -2.152 0.148
C10 5.640 -2.541 0.195
O2 6.297 -2.080 1.352
C11 3.435 -2.306 -1.014
C12 2.097 -1.992 -1.000
N2 1.469 -1.536 0.100
H1 3.541 -0.838 6.988
H2 1.894 0.805 6.538
H3 1.245 -0.831 6.716
H4 -0.386 0.987 5.217
H5 -1.235 0.973 2.886
H6 2.967 -1.288 3.874
H7 4.119 -1.467 2.156
H8 6.137 -2.211 -0.721
H9 5.696 -3.633 0.209
H10 6.707 -1.228 1.176
H11 3.880 -2.666 -1.933
H12 1.490 -2.086 -1.886
C13 0.126 -4.182 1.826
Si1 -1.378 -3.831 0.758
C14 -2.630 -2.875 1.787
C15 -2.150 -5.461 0.247
C16 -0.851 -2.878 -0.795
Si2 -2.030 -2.692 -2.237
C17 -2.178 -4.261 -3.249
C18 -1.421 -1.342 -3.400
C19 -3.710 -2.250 -1.519
H13 -0.146 -4.841 2.654
H14 0.539 -3.269 2.260
H15 0.918 -4.679 1.259
H16 -2.691 -3.314 2.787
H17 -3.630 -2.909 1.353
H18 -2.357 -1.823 1.919
H19 -2.343 -6.083 1.124
H20 -1.498 -6.025 -0.423
H21 -3.103 -5.308 -0.263
H22 0.068 -3.355 -1.156
H23 -1.198 -4.584 -3.609
H24 -2.806 -4.090 -4.127
H25 -2.614 -5.085 -2.683
H26 -0.607 -1.710 -4.032
H27 -1.066 -0.461 -2.861
H28 -2.221 -1.021 -4.072
H29 -4.228 -3.152 -1.184
H30 -4.354 -1.749 -2.246
H31 -3.618 -1.612 -0.639
C20 1.944 7.571 -2.633
C21 1.258 6.217 -2.500
S1 -0.498 6.414 -2.738
O3 -0.727 6.748 -4.115
O4 -1.005 7.243 -1.676
C22 -1.167 4.774 -2.479
C23 -1.331 4.463 -0.999
N3 -1.764 3.075 -0.789
C24 -0.935 2.057 -0.479
N4 -1.610 0.914 -0.353
C25 -2.921 1.202 -0.610
C26 -3.025 2.527 -0.877
N5 -4.222 3.250 -1.206
O5 -5.255 2.623 -1.154
O6 -4.114 4.431 -1.478
C27 0.534 2.229 -0.330
H32 3.015 7.452 -2.482
H33 1.564 8.271 -1.891
H34 1.779 7.989 -3.625
H35 1.404 5.788 -1.507
H36 1.598 5.512 -3.260
H37 -0.519 4.059 -2.989
H38 -2.133 4.793 -2.984
H39 -2.056 5.135 -0.552
H40 -0.394 4.579 -0.459
H41 -3.713 0.479 -0.594
H42 0.956 2.752 -1.189
H43 1.000 1.251 -0.256
H44 0.780 2.792 0.572

The calculation puts the orbital gap (spin up / spin down) at 7.50 / 7.50 eV. As for the calculated total energy: -2876.70083 a.u. The charge is +1. The highest occupied orbital energy (spin up / spin down) is -10.892 / -10.893 eV.

=====

(4)
Molecular formula: C27H45As2N8O2PSTi
Method: DFT, ωB97M-V/def2-TZVPD

Element x y z (Å)
Ti1 -1.050 0.023 -0.038
N1 -2.357 1.553 4.016
C1 -2.163 1.163 2.693
S1 -1.119 -0.206 2.385
N2 -2.744 1.789 1.747
N3 -2.653 1.097 0.537
C2 -2.234 1.729 -0.600
C3 -1.377 2.940 -0.489
C4 -1.777 4.251 -0.689
C5 -0.882 5.298 -0.493
C6 0.412 5.024 -0.069
C7 0.834 3.716 0.137
C8 -0.054 2.669 -0.103
O1 0.313 1.383 -0.012
H1 -1.527 1.467 4.582
H2 -2.783 2.466 4.084
H3 -2.884 1.646 -1.473
H4 -2.801 4.458 -0.985
H5 -1.196 6.323 -0.651
H6 1.105 5.840 0.103
H7 1.844 3.487 0.456
C9 -0.472 -3.350 -2.914
As1 0.467 -2.469 -1.418
C10 1.413 -4.093 -0.876
C11 1.840 -1.608 -2.521
C12 3.101 -2.171 -2.690
C13 4.056 -1.561 -3.490
C14 3.750 -0.379 -4.146
C15 2.495 0.191 -3.983
C16 1.536 -0.405 -3.169
As2 -0.191 0.461 -2.835
C17 -1.095 0.140 -4.556
C18 0.276 2.315 -3.204
H8 0.234 -3.935 -3.502
H9 -0.938 -2.615 -3.568
H10 -1.244 -4.008 -2.513
H11 1.861 -4.583 -1.740
H12 0.674 -4.763 -0.439
H13 2.165 -3.878 -0.125
H14 3.355 -3.097 -2.189
H15 5.035 -2.009 -3.601
H16 4.486 0.104 -4.777
H17 2.277 1.121 -4.491
H18 -0.441 0.428 -5.379
H19 -1.995 0.756 -4.587
H20 -1.372 -0.905 -4.686
H21 0.606 2.415 -4.236
H22 1.058 2.636 -2.520
H23 -0.599 2.938 -3.042
C19 1.930 -4.862 3.199
N4 1.296 -3.739 2.540
C20 -0.146 -3.851 2.380
P1 2.028 -2.254 2.388
O2 1.432 -1.469 1.283
N5 1.975 -1.578 3.904
C21 0.925 -1.894 4.863
C22 2.460 -0.205 4.003
N6 3.655 -2.480 2.147
C23 4.608 -2.783 3.198
C24 4.262 -2.129 0.872
H24 1.559 -5.793 2.762
H25 1.728 -4.895 4.278
H26 3.008 -4.833 3.049
H27 -0.392 -4.681 1.710
H28 -0.545 -2.931 1.963
H29 -0.648 -4.037 3.338
H30 0.673 -2.953 4.816
H31 0.018 -1.310 4.688
H32 1.294 -1.683 5.870
H33 3.248 -0.033 3.268
H34 2.871 -0.030 5.001
H35 1.659 0.516 3.810
H36 4.093 -2.951 4.140
H37 5.311 -1.953 3.336
H38 5.192 -3.676 2.951
H39 3.501 -1.763 0.189
H40 4.772 -2.990 0.427
H41 5.002 -1.334 1.010
N7 -4.268 -2.412 -1.752
C25 -4.507 -2.622 -0.413
C26 -3.491 -2.010 0.241
N8 -2.635 -1.448 -0.683
C27 -3.137 -1.700 -1.865
H42 -4.845 -2.716 -2.516
H43 -5.369 -3.160 -0.060
H44 -3.306 -1.894 1.295
H45 -2.730 -1.373 -2.807

The calculation puts the orbital gap at 6.54 eV. As for the calculated total energy: -7705.02674 a.u. The charge is 0. The highest occupied orbital energy is -6.252 eV.